1.
Entry from the OMol25 dataset: an isolated molecule of C8H9BO2 at a distorted geometry (ωB97M-V/def2-TZVPD).

HOMO, eV: -8.6329
Energy above the lowest of the compared OMol25 structures with the same formula, charge and spin, kJ/mol: 17.0
Total charge: 0
HOMO-LUMO gap, eV: 8.88

Geometry as XYZ:
```
20
C8H9BO2, DFT ωB97M-V/def2-TZVPD
O 4.1382 -0.5559 -1.0286
B 3.1460 0.3412 -0.5913
O 3.2914 1.6878 -0.3803
C 1.7345 -0.4373 -0.3817
C 0.7844 0.4191 0.1358
C -0.6337 0.1285 0.3423
C -1.0246 -1.1415 0.7372
C -2.3622 -1.4920 0.8127
C -3.3975 -0.6352 0.5051
C -3.0624 0.6501 0.1540
C -1.7181 1.0294 0.0877
H 4.9811 -0.1473 -1.2662
H 4.0905 2.1169 -0.7154
H 1.4913 -1.3756 -0.9440
H 1.1577 1.4224 0.4247
H -0.2541 -1.8834 0.7809
H -2.6653 -2.4688 1.1532
H -4.4431 -0.8688 0.8026
H -3.8290 1.2600 -0.2445
H -1.4251 1.9504 -0.3843
```



2.
Entry from the OMol25 dataset: a 2-piece molecular cluster, CH4INS overall at a distorted geometry (ωB97M-V/def2-TZVPD).

HOMO, eV: -9.3917
Energy above the lowest of the compared OMol25 structures with the same formula, charge and spin, kJ/mol: 303.1
Total charge: 0
HOMO-LUMO gap, eV: 8.30

Geometry as XYZ:
```
8
CH4INS, DFT ωB97M-V/def2-TZVPD
C 0.4387 1.1638 0.3065
N 0.2728 -2.7507 -0.0287
S -0.3668 -2.3312 -1.2400
I -1.1938 1.7710 1.5779
H 1.5262 1.2977 0.7553
H 0.2488 0.0655 0.1020
H 0.3853 1.8139 -0.5455
H -1.3112 -1.0301 -0.9276
```